No. 1
A structure of composition C15H31FP2Pb at a distorted geometry. Source: the OMol25 dataset; level of theory: the ωB97M-V functional and the def2-TZVPD basis.

Last column: natural (NBO) charge in e.
Cartesian coordinates (Å):
P1 0.842 2.223 0.860  0.82
P2 -0.848 1.806 -1.740  0.81
C1 0.729 3.672 -0.322  -0.70
C2 -0.514 3.575 -1.205  -0.70
H1 1.639 3.652 -0.937  0.22
H2 0.733 4.604 0.268  0.22
H3 -1.400 3.915 -0.652  0.22
H4 -0.411 4.199 -2.108  0.22
C3 0.117 1.886 -3.315  -0.94
H5 -0.122 1.000 -3.916  0.23
H6 1.193 1.870 -3.097  0.23
H7 -0.137 2.800 -3.875  0.21
C4 -2.523 2.132 -2.414  -0.94
H8 -2.508 2.959 -3.140  0.21
H9 -3.195 2.380 -1.585  0.23
H10 -2.892 1.220 -2.894  0.23
C5 2.544 2.543 1.456  -0.94
H11 2.764 1.846 2.271  0.23
H12 2.660 3.581 1.804  0.21
H13 3.244 2.346 0.638  0.23
C6 -0.101 3.011 2.241  -0.94
H14 -1.171 3.046 2.001  0.23
H15 0.269 4.033 2.428  0.21
H16 0.018 2.405 3.147  0.23
Pb1 0.214 -6.423 0.052  1.30
C7 -1.584 -2.116 -0.658  -0.17
C8 -0.419 -2.121 -1.321  -0.21
C9 0.783 -1.260 -1.108  -0.47
C10 1.843 -1.754 -0.087  -0.44
C11 1.364 -2.062 1.293  -0.19
C12 0.184 -1.749 1.843  -0.19
C13 -0.780 -0.719 1.319  -0.48
C14 -1.968 -1.270 0.516  -0.44
C15 0.429 -5.873 2.204  -1.21
H17 -2.363 -2.831 -0.971  0.21
H18 -0.318 -2.844 -2.148  0.20
H19 0.505 -0.218 -0.890  0.24
H20 1.297 -1.206 -2.082  0.21
H21 2.347 -2.641 -0.509  0.20
H22 2.612 -0.966 -0.019  0.22
H23 2.063 -2.683 1.870  0.20
H24 -0.056 -2.140 2.846  0.20
H25 -0.259 0.046 0.719  0.25
H26 -1.197 -0.173 2.179  0.21
H27 -2.608 -1.875 1.180  0.21
H28 -2.582 -0.415 0.180  0.22
H29 -0.420 -6.218 2.817  0.24
H30 0.442 -4.772 2.152  0.23
H31 1.387 -6.246 2.605  0.21
F1 -1.846 -6.177 0.106  -0.78

For the lowest unoccupied orbital energy, the calculation gives -0.54 eV. For the HOMO energy, the calculation gives -7.88 eV. The value obtained for the relative energy (zero: lowest compared OMol25 entry of this formula, charge and spin) is 0.000 eV. Its strongest force on any atom is 1.07 eV Å⁻¹. As for the total energy: -1565.47375 hartree.



No. 2
A structure of composition C22H35IrO4Se2Si2Te3. Source: the OMol25 dataset; level of theory: the ωB97M-V functional and the def2-TZVPD basis.

Last column: natural (NBO) charge in e.
Cartesian coordinates (Å):
Ir1 1.511 -1.323 -0.259  0.54
Se1 2.808 -2.598 1.212  -0.25
Te1 2.621 -3.602 -1.165  0.20
Te2 4.941 -2.911 -2.368  0.32
Se2 4.781 -0.730 -3.352  -0.36
O1 2.377 0.818 -1.154  -0.76
C1 1.476 1.930 -1.237  0.04
C2 0.094 1.369 -0.802  0.80
O2 -0.771 2.087 -0.339  -0.66
O3 -0.043 0.109 -1.060  -0.85
C3 2.052 3.073 -0.392  0.04
C4 3.360 3.463 -0.682  -0.21
C5 3.986 4.464 0.040  -0.22
C6 3.308 5.104 1.070  -0.20
C7 2.006 4.731 1.357  -0.22
C8 1.377 3.724 0.631  -0.22
C9 1.295 2.421 -2.682  0.06
C10 0.187 3.203 -3.004  -0.24
C11 -0.010 3.646 -4.302  -0.18
C12 0.904 3.336 -5.302  -0.22
C13 2.023 2.589 -4.984  -0.19
C14 2.215 2.136 -3.683  -0.26
H1 2.970 0.773 -1.913  0.51
H2 3.901 2.982 -1.488  0.20
H3 5.003 4.744 -0.204  0.21
H4 3.794 5.884 1.641  0.21
H5 1.467 5.222 2.157  0.21
H6 0.356 3.457 0.855  0.25
H7 -0.523 3.462 -2.230  0.25
H8 -0.888 4.235 -4.534  0.22
H9 0.743 3.681 -6.315  0.22
H10 2.760 2.351 -5.742  0.21
H11 3.118 1.571 -3.485  0.19
O4 1.285 -1.331 -3.252  -0.96
H12 0.452 -0.848 -3.289  0.49
H13 1.913 -0.825 -3.779  0.48
C15 0.927 0.788 2.528  -1.12
Si1 -0.598 -0.168 3.030  1.67
C16 -1.574 0.899 4.212  -1.11
C17 -0.098 -1.761 3.863  -1.13
C18 -1.757 -0.569 1.609  -1.17
Te3 -1.189 -1.947 0.092  0.79
C19 -1.777 -3.668 1.253  -1.19
Si2 -3.521 -4.213 0.804  1.65
C20 -3.455 -4.937 -0.915  -1.12
C21 -4.110 -5.503 2.018  -1.11
C22 -4.723 -2.785 0.835  -1.13
H14 1.789 0.470 3.119  0.24
H15 0.781 1.858 2.685  0.25
H16 1.203 0.661 1.479  0.23
H17 -0.968 1.143 5.089  0.24
H18 -2.484 0.405 4.561  0.23
H19 -1.861 1.837 3.732  0.24
H20 0.607 -1.568 4.675  0.24
H21 0.392 -2.432 3.152  0.24
H22 -0.958 -2.286 4.289  0.23
H23 -2.023 0.344 1.068  0.28
H24 -2.676 -1.003 2.015  0.24
H25 -1.681 -3.411 2.308  0.25
H26 -1.076 -4.477 1.037  0.25
H27 -2.918 -5.889 -0.916  0.24
H28 -2.951 -4.264 -1.612  0.24
H29 -4.460 -5.123 -1.301  0.24
H30 -3.442 -6.367 2.045  0.24
H31 -5.105 -5.859 1.738  0.24
H32 -4.177 -5.094 3.029  0.24
H33 -4.411 -1.961 0.188  0.24
H34 -4.857 -2.389 1.845  0.24
H35 -5.699 -3.128 0.484  0.24

For the lowest unoccupied orbital energy (alpha / beta), the calculation gives -0.91 / -2.53 eV. For the HOMO energy (alpha / beta), the calculation gives -6.88 / -8.23 eV. The value obtained for the relative energy (zero: lowest compared OMol25 entry of this formula, charge and spin) is 1.470 eV. Its strongest force on any atom is 0.44 eV Å⁻¹. As for the total energy: -7450.54074 hartree. As for the multiplicity: 5.



No. 3
A structure of composition C17H29INO. Source: the OMol25 dataset; level of theory: the ωB97M-V functional and the def2-TZVPD basis.

Last column: natural (NBO) charge in e.
Cartesian coordinates (Å):
C1 -2.635 1.811 4.743  -0.24
O1 -2.275 0.877 3.760  -0.55
C2 -1.751 1.490 2.592  -0.06
C3 -0.793 0.535 1.887  -0.42
C4 -1.484 -0.634 1.172  -0.39
C5 -0.554 -1.381 0.201  -0.40
C6 0.481 -2.317 0.888  -0.40
C7 1.950 -1.822 0.862  -0.43
C8 2.967 -2.968 0.757  -0.39
C9 4.458 -2.578 0.599  -0.39
C10 4.820 -1.266 -0.127  -0.40
C11 4.330 -1.142 -1.598  -0.26
N1 3.603 0.111 -1.691  -0.91
I1 2.799 0.247 -3.600  -0.03
H1 -3.166 1.264 5.531  0.19
H2 -1.750 2.302 5.182  0.16
H3 -3.305 2.593 4.340  0.16
H4 -2.598 1.741 1.923  0.16
H5 -1.243 2.435 2.863  0.16
H6 -0.076 0.159 2.636  0.21
H7 -0.204 1.110 1.149  0.22
H8 -2.367 -0.249 0.633  0.19
H9 -1.864 -1.341 1.926  0.19
H10 -1.159 -1.956 -0.519  0.20
H11 0.003 -0.642 -0.397  0.22
H12 0.163 -2.472 1.936  0.18
H13 0.435 -3.313 0.413  0.20
H14 2.157 -1.232 1.774  0.18
H15 2.094 -1.127 0.020  0.25
H16 2.873 -3.611 1.653  0.18
H17 2.671 -3.602 -0.095  0.19
H18 4.923 -2.568 1.599  0.18
H19 4.954 -3.395 0.049  0.19
H20 4.417 -0.395 0.416  0.21
H21 5.918 -1.171 -0.093  0.19
H22 3.723 -2.045 -1.843  0.12
H23 5.212 -1.202 -2.279  0.13
C12 -3.276 3.645 -2.903  -0.22
C13 -2.090 2.967 -2.652  -0.21
C14 -1.957 1.634 -3.020  -0.21
C15 -3.013 0.982 -3.641  -0.20
C16 -4.200 1.658 -3.893  -0.22
C17 -4.332 2.990 -3.523  -0.23
H24 -3.377 4.684 -2.615  0.20
H25 -1.263 3.474 -2.171  0.22
H26 -1.028 1.111 -2.826  0.24
H27 -2.907 -0.057 -3.927  0.21
H28 -5.022 1.147 -4.378  0.20
H29 -5.258 3.518 -3.719  0.20

For the lowest unoccupied orbital energy, the calculation gives 2.69 eV. For the HOMO energy, the calculation gives -2.41 eV. Its strongest force on any atom is 0.36 eV Å⁻¹. As for the total energy: -1092.79905 hartree. The total charge is -1.